Computed, not measured: a molecular structure, C27H28N2O7 in a non-equilibrium geometry, with ωB97M-V/def2-TZVPD.

Structure (XYZ):
```
64
C27H28N2O7 ωB97M-V/def2-TZVPD
C 3.76 1.10 -5.31
H 4.67 0.85 -5.03
O 2.63 0.12 -4.98
C 2.57 -0.23 -3.80
C 3.29 0.40 -2.88
C 3.21 -0.19 -1.50
C 2.36 -1.17 -1.19
C 1.32 -1.72 -2.37
C 1.57 -1.30 -3.68
C 0.81 -1.79 -4.69
H 0.80 -3.14 -4.63
H 1.10 -1.61 -5.76
H -0.24 -1.37 -4.69
O 0.48 -2.76 -2.06
C 0.09 -3.15 -1.00
O -0.48 -4.12 -0.85
C 0.92 -2.46 0.27
C 1.91 -1.66 0.14
C 2.43 -1.16 1.38
H 3.62 -1.71 1.42
H 2.00 -1.31 2.15
H 2.87 -0.24 1.26
C 0.34 -3.26 1.66
H 1.34 -3.47 2.31
H -0.46 -4.18 1.31
C -0.57 -2.09 2.37
O 0.07 -1.17 3.03
N -1.96 -2.23 2.16
C -2.45 -2.86 1.07
H -3.46 -3.14 1.58
C -2.97 -1.93 -0.08
N -2.77 -0.46 0.25
C -1.68 0.19 -0.11
O -0.95 -0.11 -1.16
C -1.22 1.63 0.33
C 0.05 1.30 1.13
H 0.66 1.02 0.20
O 0.86 2.65 1.48
C -0.22 3.51 1.93
C 0.33 4.51 2.57
C -0.48 5.64 3.32
C -1.75 5.11 3.30
C -2.37 4.14 2.52
C -1.49 3.39 1.86
O -2.18 2.12 1.19
H -3.56 4.08 2.67
H -2.59 6.08 3.79
H -0.18 6.63 3.74
H 1.19 4.84 2.51
H 0.13 0.70 1.87
H -1.23 2.22 -0.51
C -3.45 -0.29 1.62
H -3.61 0.84 1.96
C -2.56 -0.99 2.80
H -3.29 -1.42 3.54
H -1.86 -0.53 3.47
H -4.41 -0.60 1.41
H -2.11 -2.09 -0.95
H -3.94 -2.05 -0.39
H -1.88 -3.65 0.97
H 3.63 0.30 -0.69
H 4.14 0.98 -2.82
H 3.43 2.07 -4.89
H 3.83 1.17 -6.53
```

Computed properties:
Spin multiplicity: 1
Energy above the lowest of the compared OMol25 structures with the same formula, charge and spin, kcal/mol: 500.8
E_HOMO, eV: -7.90
Net charge: 0
F_max, eV Å⁻¹: 14.4
LUMO energy, eV: 0.7